No. 1
Here is a molecular structure, C3H6ClN at a distorted geometry from the Open Molecules 2025 dataset. Energies are from wB97M-V/def2-TZVPD.

The geometry in XYZ format:
```
11
C3H6ClN | the Open Molecules 2025 dataset | wB97M-V/def2-TZVPD
H 2.62157 -0.41233 -0.04498
Cl 4.20179 0.18817 0.05188
N 1.60704 -0.82181 -0.17572
C -0.78125 -0.13478 0.09218
H -2.83991 0.36622 0.38834
H 0.94631 1.09121 -0.58592
C -1.82411 0.70648 0.05756
H 1.57320 -1.63832 0.38594
C 0.60658 0.09063 -0.19108
H -1.00914 -1.23808 0.36478
H -1.62965 1.75807 0.06669
```

**LUMO level**: -1.98 eV
**Energy relative to the best compared isomer or geometry (same formula, charge and spin)**: 1.064 eV

No. 2
Here is 2 unconnected molecules or ions with the total composition C16H17NO at a distorted geometry from the Open Molecules 2025 dataset. Energies are from wB97M-V/def2-TZVPD.

The geometry in XYZ format:
```
35
C16H17NO | the Open Molecules 2025 dataset | wB97M-V/def2-TZVPD
C -1.59192 -3.24030 -0.53886
C -1.64778 -2.63049 2.22247
C 1.62233 2.45871 -0.36460
H -0.99893 -0.69179 1.68988
C 0.33240 2.29222 -0.92908
C -1.40529 -1.61615 1.28378
H -1.32208 -1.15726 -0.79545
H 3.51878 3.68863 -0.73972
C 1.98428 4.27021 -1.99145
O -1.85687 -2.49263 3.58398
C 0.38504 1.22905 0.99537
C -1.59329 -4.26124 0.39751
H -1.80302 -4.53129 -2.20974
H -1.75364 -5.28116 0.02642
H 0.59345 4.55402 -3.45753
H 2.65893 5.05701 -2.32391
H -2.02851 -4.63946 2.52597
C -1.70111 -3.95134 1.78371
H -2.03211 -2.83673 -2.70167
C 1.61579 1.80188 0.89660
H 0.12272 0.73099 1.90312
C 2.45699 3.44671 -0.97909
N -0.39253 1.38372 -0.16419
C 2.78174 1.53313 1.75868
C -1.40311 -1.97364 -0.01962
H 3.20777 2.36804 2.28157
C -1.50071 -3.49844 -1.97245
H 2.58247 0.65333 2.41198
H -1.39241 1.26461 -0.03902
C -0.10009 3.06103 -2.04047
H 3.65831 1.22855 1.16606
H -2.14744 -1.54360 3.67408
H -0.51312 -3.46615 -2.42787
H -1.02468 2.71158 -2.43566
C 0.68764 4.07826 -2.47079
```

**LUMO level**: 0.59 eV
**Energy relative to the best compared isomer or geometry (same formula, charge and spin)**: 1.922 eV

No. 3
Here is 7 unconnected molecules or ions with the total composition C40H69BIO19P2 at a distorted geometry from the Open Molecules 2025 dataset. Energies are from wB97M-V/def2-TZVPD.

The geometry in XYZ format:
```
132
C40H69BIO19P2 | the Open Molecules 2025 dataset | wB97M-V/def2-TZVPD
H 7.66478 -0.78213 2.42165
H -7.53362 -4.80373 4.88040
C -5.31600 1.79548 -3.34132
O -3.48261 -3.30991 -4.84651
C -7.27504 -1.71936 -1.75800
O -9.57238 -0.39031 -0.55886
O -8.04905 -0.57561 -2.21561
C 9.62545 3.31359 1.15056
H 8.67903 3.26614 3.12348
O -4.84475 -3.06642 4.09642
H 2.42038 3.63397 0.82965
H -5.55532 2.51051 -2.56932
C -2.22766 -2.52966 -8.04733
H -3.00099 -2.64124 -2.31524
C -2.08521 -3.44395 -6.83119
H 5.46338 -0.26691 1.71381
H 4.55958 5.76009 -0.19590
C 5.92220 -2.09973 4.24396
H -3.62928 1.00643 -4.27881
C -5.89534 -1.28348 -1.27239
O -0.27277 2.82730 -0.79466
C -5.24008 -3.47908 2.86634
H 5.42071 7.31749 -0.27902
C 1.83492 -1.72029 -1.14841
C 5.59259 -1.25944 2.12858
H -7.20113 -4.09070 2.21461
H 10.40336 1.34430 1.69141
H 3.79787 8.43216 1.05766
H 0.20360 0.50695 -2.75191
H -4.53718 0.19776 0.81029
H -5.96671 -0.21519 -1.13212
C 0.00213 1.67819 -1.06671
P -2.10404 0.12073 0.42458
H -3.89482 -1.42182 1.24864
O 6.52550 1.78531 1.91019
H -3.51860 -2.31244 -0.72436
C 5.56759 6.28193 1.60429
O 3.03356 1.82345 -1.02472
H 1.26184 2.56439 1.59010
C 0.72769 -2.07753 -2.16381
H -1.44911 -1.82076 -3.91902
H -5.18345 -4.51567 5.52141
O -1.01467 -3.01663 -0.68896
I -3.04449 3.57065 -3.84968
H -4.22736 -3.13913 -8.69047
C -3.29437 -3.06889 -5.99432
H -3.61272 -0.04080 2.24471
C 8.40447 3.35306 2.07064
H 9.38663 3.80863 0.20868
C 7.06890 -2.61529 3.39732
C 2.19036 2.60894 1.05561
C 2.55614 0.41831 5.82978
C -6.48383 -4.34176 2.98988
H 3.08614 -0.96107 4.26018
H -7.82163 -2.20705 -0.96388
B -0.72434 -1.91713 -1.50756
H 2.69762 7.29943 0.27344
H 10.51178 3.79004 1.56468
O -1.01950 -0.89004 1.23453
C 3.57925 7.37307 0.90613
H -2.16078 -4.49976 -7.09606
H 2.45252 -2.58566 -0.95991
H -1.16940 -3.26335 -6.27633
O 2.29824 2.73815 5.14946
H -0.83373 -3.81006 -1.18827
H -5.65962 2.20310 -4.27785
C 9.80303 1.82135 0.91263
H -1.39046 -0.07502 -4.23651
H -2.89299 -0.95903 -4.22255
C -1.93101 -0.86984 -3.73844
H 1.38275 -1.48881 -0.19820
H 1.99021 0.39399 6.76292
H -5.66056 -1.79802 -0.35510
H 0.84481 -1.55024 -3.10039
C -3.41184 -1.85256 -1.69901
C 2.05469 1.57668 4.99579
P -2.04515 -0.45614 -1.82289
C -4.80962 -1.65274 -2.28275
C -0.61159 0.92896 -2.17305
H -4.85462 -1.03683 -3.17171
H 2.96998 2.20757 1.68441
H 2.95994 7.31395 3.00511
C -3.80657 1.54514 -3.36510
H -1.46797 -1.68259 1.54023
H 6.84470 -3.64192 3.10391
C 7.05715 -1.66054 2.20350
H -1.74788 -1.57241 -7.84249
C 4.81392 6.66999 0.34713
H 4.99928 -1.97053 1.54890
H -4.19108 0.87365 -1.38753
H 2.45711 -0.90742 -1.47770
O 1.02890 1.05011 -0.36222
H 2.83676 5.76010 2.17980
H -8.36691 1.11136 -1.11591
C 1.04211 -0.29482 4.15276
H -7.20941 -2.36650 -2.61416
C -3.70243 -0.35382 1.20913
C -8.69211 0.07727 -1.24108
H -5.86169 0.88566 -3.12609
C 7.65327 2.09853 1.66218
C -3.73833 -2.34227 -8.12377
H 0.97436 -0.73098 3.15960
H -4.02401 -1.38328 -8.54893
H -7.63653 -3.12758 4.34713
H -0.98264 1.72149 -2.79985
O 1.23469 1.12896 4.02885
H 7.99983 -2.58416 3.95569
H -1.79797 -2.93225 -8.96300
O 5.12770 -1.29904 3.50655
C 2.14132 1.83296 -0.20803
H 3.61620 0.52715 6.04052
H 0.09877 -0.46583 4.67583
O 4.75699 6.33904 2.66642
C -3.33187 1.00851 -2.03000
H -2.84467 1.82938 -1.51962
H -5.13537 -2.62735 -2.63101
C -6.98462 -4.00035 4.39304
O 6.71682 5.94033 1.67689
H 7.42581 -2.10239 1.28059
C 2.25229 -0.78161 4.93887
H 2.06901 -1.70240 5.48929
H -5.83063 -2.90999 5.90132
C -5.68759 -3.63900 5.10783
O 8.47702 1.27200 0.96302
H 0.88628 -3.12343 -2.42345
C 3.41216 6.67743 2.24987
H 7.80907 4.25172 1.89840
H 10.24135 1.59443 -0.05623
H -6.18891 -5.38790 2.90003
O -4.64708 -3.19988 1.87197
O 5.69374 -2.35514 5.39048
O -4.19680 -2.40358 -6.76554
```

**LUMO level**: 2.13 eV
**Total charge**: -1
**Energy relative to the best compared isomer or geometry (same formula, charge and spin)**: 0.742 eV

No. 4
Here is a gas-phase ion, C10H16ClN4O (charge +1) at a distorted geometry from the Open Molecules 2025 dataset. Energies are from wB97M-V/def2-TZVPD.

The geometry in XYZ format:
```
32
C10H16ClN4O | the Open Molecules 2025 dataset | wB97M-V/def2-TZVPD
C -3.82839 -0.91703 -0.74668
H 2.83222 2.22833 -0.52192
H 5.20047 2.55871 -0.65602
C -4.33806 -2.20483 -0.06905
H 1.22059 -2.95679 -1.22544
C 0.79419 -0.93221 -0.31967
H -2.71858 0.83243 0.78262
N -1.94682 0.30737 0.39348
H 1.13465 2.58251 2.39272
C 0.75002 1.80405 1.74886
H -1.85541 -0.55393 -1.51102
H 3.17670 0.60902 -1.13216
H -4.54869 -0.38566 -2.50529
N -0.57500 1.74436 1.61909
O -4.03846 -1.11764 -2.14569
C 3.40095 1.31258 -0.31672
H -3.93329 -3.04415 -0.64539
H -1.93451 -1.74977 -0.17348
C -2.29267 -0.77653 -0.52980
Cl 3.54755 1.37119 2.47895
H 5.38380 0.87324 -1.07209
C -0.75162 0.69284 0.78628
N 0.42183 0.13177 0.43896
N 1.38784 0.88371 1.06601
H 3.08915 -0.38488 1.00149
H -5.43014 -2.26727 -0.10095
H -4.38652 -0.02493 -0.42404
H -4.01813 -2.21797 0.98231
C 4.93082 1.54803 -0.33363
H 5.43275 1.33854 0.61528
C 1.03719 -1.96996 -0.85745
C 2.85558 0.68487 0.98046
```

**LUMO level**: -3.18 eV
**Total charge**: +1

No. 5
Here is a gas-phase ion, C3H2NO3 (charge +1) at a distorted geometry from the Open Molecules 2025 dataset. Energies are from wB97M-V/def2-TZVPD.

The geometry in XYZ format:
```
9
C3H2NO3 | the Open Molecules 2025 dataset | wB97M-V/def2-TZVPD
C -0.81389 -0.30677 1.06851
C 0.33340 0.39120 0.99165
H 1.83758 1.23156 -0.32194
C 1.05880 0.49591 -0.17506
O -1.78424 -0.92608 1.21759
O -1.28018 -0.93094 -2.23300
O 0.71685 0.02084 -1.32157
H 0.65028 0.76934 2.04305
N -0.71861 -0.74506 -1.26923
```

**LUMO level**: -6.90 eV
**Total charge**: +1
**Energy relative to the best compared isomer or geometry (same formula, charge and spin)**: 3.210 eV

No. 6
Here is a molecular structure, CH8BNO2PZn at a distorted geometry from the Open Molecules 2025 dataset. Energies are from wB97M-V/def2-TZVPD.

The geometry in XYZ format:
```
15
CH8BNO2PZn | the Open Molecules 2025 dataset | wB97M-V/def2-TZVPD
O -1.98858 0.78929 -0.43883
H 1.75475 0.77459 1.39860
N 2.36651 -0.14655 -0.40319
P -1.46085 -0.11468 0.72592
B 0.52863 -0.81706 0.39506
H 0.98718 1.41601 -0.06242
H -2.16340 -2.05444 -0.17356
Zn -2.94217 3.62880 -1.26878
H 2.66935 -1.06765 -0.08460
H -2.09477 1.76159 -0.28978
C 1.39873 0.52197 0.40116
O -2.26983 -1.44651 0.57060
H 2.11683 -0.23760 -1.38433
H 0.83218 -1.59788 1.24186
H 0.26545 -1.40990 -0.62769
```

**LUMO level**: -6.63 eV
**Total charge**: +1

Number 1: HOMO level -0.3152 Ha. Number 2: HOMO level -0.2938 Ha. Number 3: HOMO level -0.1046 Ha. Number 4: HOMO level -0.4834 Ha. Number 5: HOMO level -0.5926 Ha. Number 6: HOMO level -0.4523 Ha.